DFT (wB97M-V/def2-TZVPD) results for C17H23NO3S in the gas phase in a non-equilibrium geometry.

Geometry as ORCA input:
```
! wB97M-V def2-TZVPD RIJCOSX def2/J DEFGRID3
* xyz 0 1
O -3.32969 -1.75763 -1.06692
S -2.58304 -2.78959 -0.33391
O -3.18568 -4.09656 -0.33670
O -1.15933 -2.76293 -0.70052
C -2.59972 -2.21018 1.41471
C -2.50349 -0.70033 1.37643
C -1.13720 -0.24842 0.83436
N -1.06562 0.59507 -0.41967
C -0.30741 -0.20318 -1.44160
C 1.07481 -0.38739 -1.06971
C 2.22783 -0.55410 -0.76516
C 3.57794 -0.76297 -0.39846
C 3.88560 -1.27542 0.86214
C 5.20443 -1.47800 1.21996
C 6.22350 -1.17596 0.33047
C 5.92115 -0.66912 -0.92350
C 4.60596 -0.45916 -1.29087
C -2.36977 0.95515 -1.04057
C -3.17265 1.99588 -0.26640
C -2.34756 3.25637 -0.03117
C -1.06421 2.85374 0.68470
C -0.30220 1.84462 -0.16317
H -3.54233 -2.54515 1.83156
H -1.77081 -2.69697 1.91628
H -3.32331 -0.40059 0.73188
H -2.66524 -0.26805 2.36960
H -0.60035 0.29159 1.61473
H -0.58393 -1.16390 0.61045
H -0.77812 -1.21028 -1.49408
H -0.36802 0.29474 -2.41149
H 3.08571 -1.51721 1.54648
H 5.43999 -1.87742 2.19542
H 7.25280 -1.33877 0.61320
H 6.71530 -0.43729 -1.61792
H 4.36281 -0.06805 -2.26792
H -2.92627 0.01441 -1.19597
H -2.14386 1.37884 -2.02247
H -3.50726 1.61595 0.69684
H -4.06139 2.22447 -0.85546
H -2.91043 3.97041 0.56977
H -2.10583 3.73618 -0.98207
H -1.30812 2.43186 1.66083
H -0.42173 3.72031 0.84722
H 0.64891 1.57666 0.30235
H -0.08216 2.29831 -1.13366
*
```

Calculated values
**HOMO energy**: -8.766 eV
**LUMO energy**: 0.33 eV
**ΔE to the lowest compared entry with this formula, charge and spin**: 88.2 kcal per mole
**DFT total energy**: -36467.761 eV
**SMILES**: O=S(=O)([O-])CCC[N+]1(CC#Cc2ccccc2)CCCCC1

List of natural (NBO) charges in e, atom by atom:
1. O -1.05
2. S 2.41
3. O -0.97
4. O -1.04
5. C -0.67
6. C -0.45
7. C -0.25
8. N -0.21
9. C -0.33
10. C -0.03
11. C 0.01
12. C -0.06
13. C -0.19
14. C -0.21
15. C -0.20
16. C -0.21
17. C -0.19
18. C -0.27
19. C -0.42
20. C -0.40
21. C -0.42
22. C -0.21
23. H 0.24
24. H 0.22
25. H 0.25
26. H 0.21
27. H 0.21
28. H 0.28
29. H 0.35
30. H 0.23
31. H 0.22
32. H 0.22
33. H 0.22
34. H 0.22
35. H 0.22
36. H 0.32
37. H 0.21
38. H 0.21
39. H 0.24
40. H 0.22
41. H 0.20
42. H 0.21
43. H 0.23
44. H 0.24
45. H 0.21